113
Properties=species:S:1:pos:R:3:lowdin_charge:R:1 method="wB97M-V/def2-TZVPD" charge=+1 homo_ha=-0.3641 de_lowest_kj_mol=130.8 spin_multiplicity=1 energy_ev=-202834.212 max_force_ev_per_a=1.5
Ir -1.4024 -1.0899 -0.3439 0.57
I -2.7192 0.5006 -1.9385 1.24
Se 0.8207 -0.1360 -1.0896 0.73
S -1.3672 -1.1301 4.8704 0.92
S -0.3535 2.5844 -3.0620 0.58
S -1.8414 1.5369 3.8383 0.91
S -1.1275 -2.3861 2.1470 0.88
S -1.6502 0.8562 0.9925 0.45
S -1.7051 1.1280 6.7743 0.61
O -5.2352 -5.4911 -1.3062 -0.06
O 2.5085 3.6229 0.7252 0.11
O -0.5605 -2.8495 -0.9598 -0.30
N -3.2557 -2.0042 -0.2246 -0.13
N 2.4144 -1.5073 0.9080 0.01
N 2.9920 -2.0072 -1.1415 0.00
N -0.6427 -6.3909 -0.9991 0.13
N 1.0284 3.2505 -0.9276 0.09
N -1.2018 3.8313 -0.8475 0.03
C 3.4718 -2.4031 1.0013 -0.16
C -1.6412 0.5407 5.2636 -1.49
C 5.1531 -3.8362 1.8271 -0.06
C -6.7004 0.4217 -0.2003 -0.06
C 4.8759 -3.6022 -0.5746 0.01
C -4.3282 -6.0360 -0.3549 -0.20
C -6.6848 -0.7457 0.5498 -0.05
C 3.7834 0.7968 2.4222 -0.22
C -5.5777 0.7918 -0.9291 -0.12
C -1.4405 -0.9599 3.1250 -0.98
C 4.1229 0.2815 -2.9093 -0.25
C -0.2169 -5.1580 -1.0478 -0.24
C -5.5585 -1.5560 0.5712 -0.01
C 4.1242 -2.9544 2.0968 0.01
C 1.0742 6.0284 1.4681 -0.01
C -2.7869 6.2746 -0.0002 -0.09
C 1.2393 -4.8967 -1.2652 0.00
C -2.5382 4.1312 -1.3439 -0.23
C 3.8451 -2.7117 -0.3016 -0.17
C -4.4332 -1.1947 -0.1570 -0.33
C 0.7963 6.2235 -0.9223 -0.04
C 1.5907 4.0548 0.0646 -0.39
C -1.9571 -6.6338 -0.7922 -0.08
C 1.1052 5.4578 0.2000 -0.17
C 3.1412 0.9211 -3.8833 -0.11
C -4.4618 -0.0208 -0.8959 -0.56
C -0.2104 3.2787 -1.5386 -0.87
C 0.4052 8.1215 0.4976 -0.07
C 2.2836 0.6115 2.2286 -0.18
C -3.4483 -3.2640 -0.4515 -0.05
C 4.2730 -1.2257 -3.1135 -0.17
C 3.0870 -2.0459 -2.6019 -0.14
C 0.4576 7.5576 -0.7712 -0.07
C -2.4602 -4.2967 -0.6333 -0.09
C -1.0988 -4.0345 -0.8834 -0.29
C 5.5204 -4.1582 0.5137 -0.06
C 1.8042 -0.8128 2.0389 -0.15
C -1.6579 0.2825 2.6351 -1.08
C -2.8919 -5.6541 -0.6098 -0.16
C 2.1227 -1.3016 -0.3877 -0.54
C -2.7990 5.6318 -1.3823 -0.22
C -2.6007 -3.3349 2.5980 -0.32
C 0.7077 7.3574 1.6165 -0.06
C 4.5733 0.7844 1.1165 -0.08
H -2.0515 6.1018 -2.0268 0.11
H 4.1752 0.0570 3.1285 0.11
H 1.6335 -4.2504 -0.4793 0.07
H -4.6653 -5.6627 0.6153 0.13
H 5.6891 -4.2894 2.6496 0.11
H -2.5691 -3.5213 3.6697 0.04
H 0.8457 5.7821 -1.9109 0.12
H -2.6204 3.6895 -2.3340 0.06
H 0.6727 7.8012 2.6023 0.11
H -3.5088 5.7912 0.6624 0.08
H 4.1044 1.4649 0.4005 0.06
H 3.1865 -3.0952 -2.8871 0.12
H 1.6061 2.4692 -1.2174 0.07
H -0.9972 4.1396 0.0922 0.13
H -5.5540 -2.4622 1.1637 0.12
H -7.5540 -1.0290 1.1275 0.12
H 5.1835 -1.5825 -2.6251 0.11
H -1.8010 6.2178 0.4681 0.05
H 2.1374 0.5088 -3.7833 0.03
H 1.3492 5.4261 2.3243 0.12
H 1.3972 -4.3799 -2.2138 0.08
H 3.9323 1.7703 2.8917 0.11
H 3.8490 -2.7083 3.1130 0.12
H 3.4689 0.7683 -4.9138 0.08
H 0.7361 -0.7922 1.8647 0.02
H -5.0613 -5.8921 -2.1649 0.11
H 6.3294 -4.8566 0.3498 0.11
H 0.1348 9.1629 0.6132 0.11
H 5.1037 0.7485 -3.0206 0.11
H -3.4994 -2.7783 2.3466 0.04
H 5.5931 1.1336 1.2795 0.08
H 4.6432 -0.2119 0.6648 0.06
H 2.1407 -1.6801 -2.9955 0.09
H 3.8209 0.4832 -1.8764 0.08
H 1.9894 -1.4271 2.9204 0.13
H -3.7687 5.7898 -1.8593 0.11
H 1.7428 0.9873 3.1024 0.12
H 1.9495 1.2203 1.3897 0.07
H 1.7783 -5.8406 -1.2673 0.09
H 3.0574 1.9946 -3.7152 0.07
H -4.4811 -3.5851 -0.5553 0.13
H -3.2590 3.6392 -0.6841 0.11
H -7.5799 1.0502 -0.2142 0.12
H -2.2455 -7.6781 -0.7678 0.12
H -4.4049 -7.1251 -0.3184 0.12
H 0.2383 8.1607 -1.6425 0.11
H 4.3884 -1.4402 -4.1792 0.12
H -5.5802 1.7037 -1.5126 0.11
H -2.5603 -4.2850 2.0707 0.04
H 5.1636 -3.8506 -1.5869 0.12
H -3.0454 7.3314 -0.0580 0.08